#P
Density functional theory data (ωB97M-V/def2-TZVPD) for C19H24N4O3 as an isolated structure.

```
50
Properties=species:S:1:pos:R:3
O -4.97967 -1.21130 1.35289
N 3.81524 -0.89267 -1.01574
N 3.09983 1.20507 -0.43442
O 4.79658 0.01586 -1.33849
O -6.40099 0.55869 -0.28355
C -4.36462 -1.57994 0.34614
C 2.79759 -0.09363 -0.46318
C 4.32153 1.20421 -0.87307
C 0.51448 0.28674 0.29545
C 1.46204 -1.87975 0.45819
C -0.65126 -0.11133 0.78610
C 0.33180 -2.36412 0.96216
C 1.56324 -0.52829 0.10405
C -0.76299 -1.49604 1.20421
N -3.15086 -2.08630 0.48340
N -4.78942 -2.04345 -2.19348
C -2.19416 -2.06248 1.62909
C 4.99640 2.58473 -0.88354
C -5.79935 -1.61105 -3.14296
C 6.11405 2.72675 0.16388
C 5.93217 1.41960 2.50134
C 6.00803 2.88211 2.91951
C 5.37149 2.55052 1.53622
C -6.54585 -0.44947 -2.52431
C -4.80580 -1.12153 -1.03288
C -6.24930 -0.61845 -1.07107
H -5.98567 0.36837 0.54725
H 0.41951 1.34188 -0.01693
H 2.35269 -2.41711 0.24767
H -1.42567 0.70709 0.79131
H 0.30186 -3.39551 1.30296
H -2.78758 -2.36068 -0.42583
H -3.88273 -2.19406 -2.57888
H -2.12884 -3.13155 1.96365
H -2.47378 -1.45080 2.45391
H 4.27932 3.37324 -0.78837
H 5.40478 2.64185 -1.83378
H -6.49479 -2.49346 -3.26330
H -5.45902 -1.41997 -4.14034
H 6.53274 3.73486 0.01380
H 6.87906 2.02431 0.04976
H 5.18574 0.87042 2.93749
H 6.85002 0.93660 2.18669
H 5.34131 3.16955 3.76893
H 7.07919 3.32777 3.12633
H 4.22620 2.80406 1.49100
H -7.66450 -0.45044 -2.63426
H -6.07830 0.45995 -2.86120
H -4.04494 -0.32679 -1.25548
H -6.85678 -1.40403 -0.56827
```

Properties
Orbital gap, eV: 8.832
E_HOMO, eV: -8.8

=====

#Q
Density functional theory data (ωB97M-V/def2-TZVPD) for one molecule with the formula C19H24N4O3.

```
50
Properties=species:S:1:pos:R:3
H -7.04678 -3.66896 1.88465
N -7.64456 -2.96626 2.30445
C -7.12793 -1.81864 2.23067
N -7.67316 -0.64304 2.69870
C -6.81940 0.40734 2.43627
C -5.74875 -0.10004 1.82103
C -4.58707 0.64227 1.30077
O -4.63059 1.86692 1.29281
N -3.51434 -0.03547 0.83711
C -3.18649 -1.46221 0.97732
C -1.66178 -1.48103 0.87905
C -1.00639 -1.21656 2.22871
C -1.41343 -0.34694 -0.13307
N -0.06700 0.17247 -0.18951
C 0.94783 -0.55535 -0.72908
O 0.75333 -1.64251 -1.24186
C 2.31930 0.08566 -0.63578
C 3.36459 -0.64687 -1.47434
C 4.64613 0.14049 -1.55844
C 5.66286 -0.04788 -0.62920
C 6.82099 0.71329 -0.69442
C 6.97317 1.66965 -1.68599
C 5.96900 1.87769 -2.62720
C 6.11925 2.92908 -3.69352
C 4.81685 1.10358 -2.54837
C -2.40863 0.73215 0.28029
O -5.91799 -1.47702 1.67752
H -8.56598 -0.60866 3.15363
H -7.02791 1.42967 2.69262
H -3.53990 -1.85352 1.92832
H -3.64899 -2.04359 0.17676
H -1.30670 -2.42759 0.47384
H -1.36360 -0.28313 2.67157
H -1.23563 -2.02271 2.92628
H 0.07800 -1.15392 2.13492
H -1.66750 -0.72293 -1.12695
H 0.14993 1.02943 0.28985
H 2.62204 0.10734 0.41578
H 2.24671 1.12942 -0.95491
H 2.95933 -0.81147 -2.47360
H 3.54444 -1.63401 -1.04839
H 5.55135 -0.80245 0.14124
H 7.61247 0.55452 0.02714
H 7.88337 2.25574 -1.73706
H 5.50622 2.69920 -4.56457
H 5.80924 3.90743 -3.31971
H 7.15589 3.01641 -4.01877
H 4.03232 1.24638 -3.28574
H -1.99005 1.40326 1.03879
H -2.74405 1.35334 -0.54960
```

Properties
Orbital gap, eV: 8.881
SMILES: [H]/N=c1/[nH]cc(C(=O)N2C[C@H](C)[C@H](NC(=O)CCc3cccc(C)c3)C2)o1
E_HOMO, eV: -8.3

=====

Stability, descending: #Q, #P

=====

#P
Density functional theory data (ωB97M-V/def2-TZVPD) for one molecule with the formula C18H23N3O3.

```
47
Properties=species:S:1:pos:R:3
C 1.27558 -3.39621 -5.11628
C 0.28631 -2.22723 -5.10240
C -0.51514 -2.20380 -3.82834
C -1.79402 -2.72403 -3.80256
C -2.55059 -2.74576 -2.63433
C -2.02407 -2.24078 -1.47065
C -0.73253 -1.70580 -1.45003
C -0.19657 -1.17852 -0.18601
O -0.87443 -1.19882 0.84500
C 1.15025 -0.64612 -0.27277
C 1.87005 -0.00504 0.87396
O 2.92074 0.59272 0.70153
N 1.28684 -0.18292 2.07086
C 1.67301 0.56266 3.23859
C 0.52924 1.48359 3.69643
N 0.22168 2.44073 2.64808
C 0.30976 3.83874 3.02188
C -0.93134 4.30781 3.79420
O -2.10828 4.07905 3.04775
C -2.23982 2.71146 2.71403
C -1.01980 2.20788 1.93076
C 1.81004 -0.65922 -1.46310
N 1.29085 -1.16418 -2.59457
C 0.02319 -1.69169 -2.63358
H 1.85295 -3.39246 -6.03785
H 1.96448 -3.34660 -4.27561
H 0.73676 -4.33836 -5.05124
H -0.39713 -2.33735 -5.94589
H 0.81970 -1.28275 -5.24373
H -2.21580 -3.12141 -4.71448
H -3.54739 -3.15872 -2.64991
H -2.58150 -2.24110 -0.54666
H 0.37273 -0.62980 2.07115
H 1.93736 -0.12498 4.05030
H 2.54752 1.15646 2.96400
H -0.34031 0.86208 3.94350
H 0.84569 1.99623 4.60922
H 1.21176 4.00235 3.61306
H 0.38854 4.41999 2.09770
H -0.89572 5.38254 3.98086
H -0.99512 3.77687 4.75858
H -3.14783 2.63227 2.11442
H -2.36673 2.11912 3.63479
H -1.12980 1.14666 1.70840
H -0.95636 2.75655 0.98543
H 2.80730 -0.24340 -1.51162
H 1.83172 -1.14193 -3.44633
```

Properties
Orbital gap, eV: 8.005
SMILES: CCc1cccc2c(=O)c(C(=O)NCCN3CCOCC3)c[nH]c12
E_HOMO, eV: -7.8

=====

#Q
Density functional theory data (ωB97M-V/def2-TZVPD) for one molecule with the formula C18H23N3O3.

```
47
Properties=species:S:1:pos:R:3
C 1.09170 -2.99631 2.01909
C 0.23828 -2.77153 0.75593
C 0.26798 -1.30142 0.28633
C 0.05792 -0.37649 1.49144
C -0.69603 -1.00142 -0.90959
C -0.69559 -2.22661 -1.74050
N -0.68664 -3.18189 -2.37226
C -0.19825 0.14907 -1.86910
C 0.94072 1.02029 -1.38522
C 0.77181 2.20724 -0.68461
C 1.86275 2.94382 -0.25467
C 3.16184 2.53341 -0.51605
C 4.35942 3.30501 -0.03608
C 3.33551 1.36368 -1.24909
C 2.24486 0.62601 -1.67006
C -2.20885 -0.74814 -0.52951
C -2.99259 -0.89166 -1.78407
N -3.60648 -0.96830 -2.74901
C -2.55832 0.67316 0.00313
C -3.25127 0.70758 1.36172
O -3.66739 2.03534 1.66751
O -2.61773 -1.71944 0.42678
N -3.60288 -2.67656 -0.03051
O -3.71168 -3.51569 0.74791
H 0.53536 -2.82945 2.93716
H 1.46449 -4.01979 2.01144
H 1.98022 -2.36188 2.00063
H -0.77922 -3.07951 0.97548
H 0.66886 -3.40644 -0.01482
H 1.29384 -1.14730 -0.05116
H -0.22686 0.62989 1.19885
H -0.73180 -0.75441 2.13930
H 0.97787 -0.26624 2.05998
H -1.02961 0.78156 -2.18201
H 0.15297 -0.33074 -2.78012
H -0.22079 2.58559 -0.47907
H 1.69880 3.85860 0.30129
H 4.78747 2.82235 0.84426
H 5.13477 3.28716 -0.80172
H 4.12096 4.33635 0.20961
H 4.33610 1.03317 -1.49670
H 2.40560 -0.27958 -2.24352
H -3.26460 1.13540 -0.68750
H -1.68606 1.31777 0.02990
H -4.16216 0.11314 1.32944
H -2.60365 0.33251 2.15216
H -3.07892 2.65998 1.23523
```

Properties
Orbital gap, eV: 9.156
SMILES: CC[C@H](C)[C@](C#N)(Cc1ccc(C)cc1)[C@](C#N)(CCO)ON=O
E_HOMO, eV: -9.4

=====

Stability, descending: #P, #Q

=====

#P
Density functional theory data (ωB97M-V/def2-TZVPD) for C24H27ClNO3PRh as an isolated structure.

```
58
Properties=species:S:1:pos:R:3
Rh 0.16150 0.03094 -0.01903
Cl 4.56579 -2.52130 5.15582
C 3.28952 -1.92440 4.17005
C 1.95653 -2.15950 4.57856
C 0.90202 -1.70633 3.83874
C 1.10246 -0.99250 2.61987
O 0.08227 -0.57074 1.98220
C 2.46933 -0.75791 2.21235
C 2.82931 -0.04101 1.06306
O 2.10355 0.42737 0.13055
C 3.54420 -1.23498 3.02188
H 1.78562 -2.70773 5.49406
H -0.11632 -1.88598 4.15112
H 3.89367 0.16504 0.94513
H 4.55978 -1.04515 2.70511
C -0.46006 -1.82119 -0.56513
H 0.29614 -2.54106 -0.25103
H -0.70922 -2.01577 -1.60322
H -1.32830 -1.90438 0.10569
C -0.09457 4.14305 3.59401
N -0.48022 3.69152 2.26679
C -1.20549 4.60138 1.39124
C -0.11787 2.50522 1.82016
O -0.37184 2.09746 0.67214
H -0.90184 4.72900 4.02824
H 0.80697 4.75563 3.54794
H 0.08540 3.27944 4.23100
H -1.50205 5.47524 1.96314
H -2.09045 4.10516 0.99629
H -0.57666 4.91597 0.55767
H 0.41295 1.86575 2.53368
C -1.37529 0.65416 -3.01561
P 0.26499 0.47176 -2.26473
C 1.11787 -0.84914 -3.16101
C 0.51706 -1.53906 -4.20861
C 1.19037 -2.57629 -4.83936
C 2.46685 -2.92473 -4.43042
C 3.07389 -2.23451 -3.38796
C 2.40259 -1.20532 -2.75347
C 1.15025 1.99321 -2.68103
C 2.13644 2.01584 -3.66574
C 2.76695 3.20745 -3.99014
C 2.41479 4.38050 -3.34034
C 1.42627 4.36272 -2.36565
C 0.79854 3.17574 -2.03376
H -1.29451 0.86085 -4.08271
H -1.86953 1.50165 -2.53941
H -1.97505 -0.24090 -2.85106
H -0.47777 -1.27877 -4.54471
H 0.71321 -3.10846 -5.65054
H 2.99395 -3.73138 -4.92127
H 4.07188 -2.50272 -3.06936
H 2.88160 -0.66734 -1.94409
H 2.41493 1.10860 -4.18365
H 3.53189 3.21586 -4.75456
H 2.90783 5.30844 -3.59455
H 1.14694 5.27949 -1.86398
H 0.03709 3.16348 -1.26391
```

Properties
Orbital gap (alpha / beta), eV: 6.699 / 6.755
Net charge: +1
E_HOMO (alpha / beta), eV: -10.8 / -10.8

=====

#Q
Density functional theory data (ωB97M-V/def2-TZVPD) for C24H27ClNO3PRh as an isolated structure.

```
58
Properties=species:S:1:pos:R:3
Rh -0.96853 -0.76066 -0.65431
Cl 5.53168 2.48705 -1.42633
C 4.13892 1.55993 -0.97348
C 4.24068 0.64993 0.10884
C 3.17342 -0.09255 0.51312
C 1.90406 0.02211 -0.13210
O 0.90849 -0.64356 0.30184
C 1.82354 0.93021 -1.24979
C 0.65569 1.15289 -1.99682
O -0.49247 0.63587 -1.92211
C 2.96591 1.69399 -1.63683
H 5.19071 0.55430 0.61885
H 3.25175 -0.77822 1.34622
H 0.73212 1.89963 -2.79187
H 2.88880 2.38698 -2.46560
C -2.74588 -1.05951 -1.59453
H -2.53327 -1.70727 -2.44508
H -3.19198 -0.13499 -1.95406
H -3.45547 -1.56886 -0.93346
C 2.69153 -3.93589 -3.20529
N 1.34076 -3.77981 -2.67114
C 0.44319 -4.92891 -2.58132
C 0.93291 -2.61575 -2.20851
O -0.19424 -2.44564 -1.70982
H 2.68641 -4.72163 -3.95539
H 3.39918 -4.20289 -2.42004
H 3.01323 -3.01200 -3.68142
H 0.94174 -5.79546 -3.00359
H -0.47505 -4.73060 -3.13198
H 0.18538 -5.13033 -1.54227
H 1.65082 -1.79322 -2.29816
C -3.46260 1.52078 0.16291
P -1.85561 0.84672 0.65086
C -0.73758 2.25393 0.81225
C -0.95939 3.42911 0.09726
C -0.03853 4.46574 0.15769
C 1.10268 4.33753 0.93542
C 1.32560 3.17213 1.65721
C 0.41374 2.13188 1.59342
C -2.14475 0.16183 2.29427
C -1.93664 0.87623 3.47097
C -2.24624 0.29537 4.69183
C -2.76543 -0.99038 4.74387
C -2.97917 -1.70549 3.57377
C -2.66914 -1.13038 2.35246
H -3.75854 2.28512 0.88186
H -4.19146 0.71184 0.17920
H -3.43273 1.94191 -0.84018
H -1.84370 3.54366 -0.51553
H -0.21817 5.37548 -0.39946
H 1.81671 5.14893 0.98528
H 2.21383 3.07150 2.26715
H 0.59631 1.22002 2.14760
H -1.53782 1.88138 3.43937
H -2.08318 0.85180 5.60507
H -3.00653 -1.43588 5.69972
H -3.38911 -2.70558 3.61404
H -2.84656 -1.69033 1.43809
```

Properties
Orbital gap, eV: 7.152
Net charge: +1
E_HOMO, eV: -10.8

=====

Stability, descending: #Q, #P